Computed, not measured: a cluster of 2 separate species, C4H14N2O in total in a non-equilibrium geometry, with wB97M-V/def2-TZVPD.

Geometry as XYZ:
```
21
Properties=species:S:1:pos:R:3:forces:R:3
H -1.1893 -0.0990 0.5235 -0.1 -0.2 0.0
H 1.4435 -2.2384 3.7917 -0.2 0.1 1.1
C -0.1986 -0.0124 -1.4065 -0.6 1.4 -1.3
H 0.6075 0.5752 -1.9344 -0.7 -0.7 0.7
C -1.5464 0.7169 -3.4096 -1.3 -0.8 0.7
C -0.5864 0.6343 -0.0360 -0.8 -1.3 -0.2
C 0.5372 1.0606 0.8355 2.4 1.1 -1.0
O 1.4972 -2.1573 2.8112 -3.1 1.1 1.4
N -1.4226 0.0466 -2.2904 1.4 0.7 -1.9
H -1.9601 -0.7851 -2.1165 -1.3 0.1 -0.3
N 0.8564 0.0159 1.9440 -5.8 0.4 -1.2
H 0.0092 -1.1068 -1.4837 0.4 0.8 0.8
H -1.3920 1.4082 -0.0837 0.8 0.0 -0.5
H 2.1959 -2.7052 2.5907 3.9 -2.9 -1.5
H 0.3729 1.9971 1.3754 -0.3 -0.1 0.1
H -0.8100 1.4567 -3.7290 0.0 -0.1 0.4
H 1.5704 0.4015 2.4653 2.0 1.0 2.2
H -2.4620 0.5866 -4.0775 1.2 -0.1 1.1
H 1.5140 1.2620 0.2341 -1.5 -0.6 1.1
H 1.0869 -0.8486 1.5262 0.6 -0.7 -1.0
H -0.1236 -0.2087 2.4695 3.0 1.1 -0.8
```
Positions in Å, forces in eV/Å.

total charge = +3
spin multiplicity = 2
orbital gap (alpha / beta) = 12.6 / 3.7 eV
energy relative to the best compared isomer or geometry (same formula, charge and spin) = 79.9 kcal/mol
calculated total energy = -344.163594 Eh

Atomic partial charges in e from the Löwdin method, atoms 1 to 4: 0.137, 0.227, -0.084, 0.159